The following is a quantum chemistry calculation of the molecule C4H8OS at a distorted geometry, from OMol25.

The geometry in XYZ format:
```
14
Properties=species:S:1:pos:R:3
C -0.528 1.142 0.084
C 1.000 1.326 -0.090
C 0.459 -1.399 0.275
C -0.894 -1.076 -0.359
H -1.129 2.011 -0.013
H -0.720 0.764 1.100
H 1.206 2.000 -0.980
H 1.351 1.884 0.795
H 0.694 -2.342 -0.097
H 0.470 -1.409 1.367
H -0.995 -1.606 -1.239
H -1.679 -1.270 0.344
O -1.008 0.275 -0.745
S 1.775 -0.301 -0.442
```

Summary:
**E**: -17159.158 eV
**Highest occupied orbital energy**: -0.3185 hartree
**Lowest unoccupied orbital energy**: 0.0353 hartree
**SMILES string**: C1CSCCO1
**Orbital gap**: 9.6 eV